9
Properties=species:S:1:pos:R:3 method="wB97M-V/def2-TZVPD" gap_ev="5.655 / 8.568" homo_ev="-6.389 / -11.194" relative_energy_kj_mol=268.55 multiplicity=3
C -0.855 -0.712 0.027
N -1.195 0.591 -0.105
N 1.490 -0.027 -0.005
O 1.347 1.199 -0.053
O 2.575 -0.650 -0.147
H -1.077 -1.222 1.024
H -0.624 -1.319 -0.878
H -1.290 0.947 0.765
H -0.370 1.194 -0.628



10
Properties=species:S:1:pos:R:3 method="wB97M-V/def2-TZVPD" gap_ev="8.024 / 8.229" homo_ev="-9.319 / -9.716" relative_energy_kj_mol=575.78
C -0.091 0.419 -0.760
N -0.283 -1.685 -0.172
N 0.788 0.632 0.364
O 1.936 0.106 0.318
O 0.251 1.106 1.344
S -1.571 1.165 -0.737
H 0.550 0.569 -1.715
H -0.480 -1.570 0.786
H 0.634 -1.996 -0.041
H -1.735 1.253 0.612